1.
A gas-phase ion, C2H6O2PS (charge -1), computed with ωB97M-V/def2-TZVPD.

Each line ends with the Mulliken charge.
Cartesian coordinates (Å):
C -0.162 -1.153 1.096  -0.93
C -0.534 1.217 -0.332  -0.88
O 1.819 -0.105 -1.335  -0.60
O -0.395 -0.791 -2.201  -0.63
P 0.155 0.688 1.262  0.01
S 0.489 0.358 -1.852  0.41
H -1.361 -1.208 1.065  0.19
H 0.299 -1.560 1.903  0.38
H 0.213 -1.445 0.205  0.32
H -0.424 2.221 -0.408  0.44
H -1.663 1.048 -0.255  0.28
H 1.563 0.730 0.854  0.00

Output
Spin multiplicity: 1
HOMO: -2.966 eV
Charge: -1

2.
A gas-phase ion, C7H11N2 (charge +1), computed with ωB97M-V/def2-TZVPD.

Each line ends with the Mulliken charge.
Cartesian coordinates (Å):
C -0.570 1.612 -0.308  -0.74
C -0.462 1.366 1.178  -0.47
C -0.984 -0.947 0.200  -0.75
C -2.300 -1.037 -0.100  0.18
C 0.007 0.257 0.202  1.32
C 1.390 0.071 0.017  -0.69
C 3.713 -0.856 -0.318  -0.68
N 2.407 -0.463 -0.156  0.11
N -3.171 -0.069 -0.428  -0.21
H -1.458 1.359 -0.732  0.11
H 0.048 2.140 -0.976  0.32
H 0.247 2.027 1.561  0.37
H -1.409 1.181 1.816  0.21
H -0.512 -1.934 0.530  0.29
H -2.742 -2.116 -0.013  0.31
H 4.069 -1.074 -1.397  0.27
H 4.549 -0.036 0.014  0.27
H 4.028 -1.750 0.402  0.25
H -4.033 -0.499 -0.765  0.33
H -2.818 0.766 -0.728  0.20

Output
Expectation value of S²: 2.01
Spin multiplicity: 3
HOMO (alpha / beta): -8.738 / -14.000 eV
Charge: +1

3.
C9H10N2S in the gas phase, computed with ωB97M-V/def2-TZVPD.

Each line ends with the Mulliken charge.
Cartesian coordinates (Å):
C -3.493 -1.264 0.104  -0.28
C -2.696 -0.150 0.333  -0.70
C -2.894 -2.466 -0.244  -0.44
C -1.315 -0.273 0.215  0.63
C -0.869 -1.535 -0.118  0.18
C 1.311 -1.664 -0.058  0.33
C -0.333 0.846 0.397  -0.62
C 0.855 0.657 -0.554  -0.95
C 3.141 -0.113 0.019  -1.04
N -1.576 -2.591 -0.342  -0.50
N 1.736 -0.424 -0.141  0.05
S 2.022 -3.066 0.226  -0.35
H -4.567 -1.196 0.192  0.38
H -3.139 0.800 0.600  0.39
H -3.476 -3.357 -0.441  0.39
H -0.812 1.806 0.195  0.41
H 0.026 0.858 1.430  0.27
H 0.467 0.446 -1.557  0.39
H 1.450 1.570 -0.598  0.45
H 3.638 -0.021 -0.951  0.33
H 3.248 0.824 0.569  0.35
H 3.618 -0.916 0.581  0.32

Output
Spin multiplicity: 1
HOMO: -7.679 eV
Charge: 0

Copy entry 3 word for word.
C9H10N2S in the gas phase, computed with ωB97M-V/def2-TZVPD.

Each line ends with the Mulliken charge.
Cartesian coordinates (Å):
C -3.493 -1.264 0.104  -0.28
C -2.696 -0.150 0.333  -0.70
C -2.894 -2.466 -0.244  -0.44
C -1.315 -0.273 0.215  0.63
C -0.869 -1.535 -0.118  0.18
C 1.311 -1.664 -0.058  0.33
C -0.333 0.846 0.397  -0.62
C 0.855 0.657 -0.554  -0.95
C 3.141 -0.113 0.019  -1.04
N -1.576 -2.591 -0.342  -0.50
N 1.736 -0.424 -0.141  0.05
S 2.022 -3.066 0.226  -0.35
H -4.567 -1.196 0.192  0.38
H -3.139 0.800 0.600  0.39
H -3.476 -3.357 -0.441  0.39
H -0.812 1.806 0.195  0.41
H 0.026 0.858 1.430  0.27
H 0.467 0.446 -1.557  0.39
H 1.450 1.570 -0.598  0.45
H 3.638 -0.021 -0.951  0.33
H 3.248 0.824 0.569  0.35
H 3.618 -0.916 0.581  0.32

Output
Spin multiplicity: 1
HOMO: -7.679 eV
Charge: 0

spin multiplicity of number 2 (C7H11N2)?
3

Which value of charge does entry 1 give?
-1